19
Properties=species:S:1:pos:R:3 method="wB97M-V/def2-TZVPD" homo_energy_ev="-14.00 / -14.00" e_lumo_ev="-4.331 / -8.296" spin_multiplicity=2 total_charge=+1 s2=0.756
O -0.67068 -3.39889 1.17017
C -0.99040 -2.82558 0.18043
C 0.13126 -2.04730 -0.61299
N 0.65934 -0.90726 0.08836
C -0.03106 0.35585 -0.09364
O 0.20565 1.27427 0.86457
H -1.99417 -2.78572 -0.25768
H -0.24745 -1.67497 -1.56540
H 0.92199 -2.78666 -0.72020
H 0.85507 -1.05827 1.08569
H 0.29812 0.69376 -1.10510
H -1.10688 0.15616 -0.18541
H 1.12967 1.52496 1.00839
H 3.19160 1.66977 1.33535
H 3.50354 2.47672 0.07554
O 2.80237 2.26783 0.68594
H -1.88870 3.04809 -1.19448
H -2.86856 4.17969 -1.88001
O -2.42125 3.32454 -1.93975